1.
C5H8N2 | the ωB97M-V functional and the def2-TZVPD basis

Element x y z (Å)
C1 2.3452 -0.3975 -1.5127
N1 1.3404 -0.2312 -0.4778
C2 -1.6504 0.7786 0.5907
C3 -0.4928 0.6866 1.1793
C4 -2.5150 -0.4148 0.2944
C5 0.7588 0.5373 1.5342
N2 1.7832 0.2910 0.5569
H1 2.3216 -1.4402 -1.8445
H2 3.3471 -0.1174 -1.1731
H3 2.0463 0.2230 -2.3662
H4 -1.9839 1.7525 0.2385
H5 -2.2144 -1.2775 0.8914
H6 -2.4031 -0.6869 -0.7614
H7 -3.5729 -0.2097 0.4800
H8 1.1201 0.6479 2.5488

For the largest force on an atom, the calculation gives 0.0134 Eh/bohr. The frontier orbital gap comes out at 9.674 eV. The relative energy (zero: lowest compared OMol25 entry of this formula, charge and spin) is 75.77 kcal per mole. Its total charge is 0. As for the HOMO energy: -9.0682 eV.


2.
C5H8N2 | the ωB97M-V functional and the def2-TZVPD basis

Element x y z (Å)
C1 0.5781 -0.9828 -2.0597
C2 -0.0355 -0.3480 -0.8220
C3 -0.2913 -1.1737 0.3760
N1 -0.2908 -0.3429 1.3823
C4 -0.0073 0.9851 0.9674
N2 -0.0092 1.9432 2.0198
C5 0.2788 1.0665 -0.3667
H1 0.5517 -0.2526 -2.8716
H2 1.6221 -1.2669 -1.8991
H3 0.0263 -1.8772 -2.3758
H4 -0.4921 -2.2322 0.4985
H5 -0.4957 -0.5908 2.3456
H6 0.5625 2.7183 1.6998
H7 -0.9438 2.3258 2.1525
H8 -1.0693 -0.0095 -1.0722

For the largest force on an atom, the calculation gives 0.0099 Eh/bohr. The frontier orbital gap comes out at 8.042 eV. The relative energy (zero: lowest compared OMol25 entry of this formula, charge and spin) is 79.76 kcal per mole. Its total charge is 0. As for the HOMO energy: -7.5591 eV.


3.
C5H8N2 | the ωB97M-V functional and the def2-TZVPD basis

Element x y z (Å)
C1 -1.0607 1.4533 0.0240
C2 -1.0112 -1.7333 -0.0439
N1 0.0823 0.5878 -0.0647
C3 0.2045 -0.9015 0.0743
C4 1.3772 0.9869 -0.0308
C5 2.1570 -0.1378 0.0052
N2 1.4134 -1.2802 0.2889
H1 1.6667 2.0229 -0.0329
H2 3.2167 -0.2266 -0.1360
H3 -1.5938 1.2998 0.9665
H4 -0.7439 2.4960 -0.0305
H5 -1.7520 1.2524 -0.7981
H6 -1.6954 -1.5171 0.7775
H7 -1.5257 -1.5184 -0.9810
H8 -0.7352 -2.7843 -0.0184

For the largest force on an atom, the calculation gives 0.0680 Eh/bohr. The frontier orbital gap comes out at 8.937 eV. The relative energy (zero: lowest compared OMol25 entry of this formula, charge and spin) is 15.47 kcal per mole. Its total charge is 0. As for the HOMO energy: -8.0449 eV.


4.
C5H8N2 | the ωB97M-V functional and the def2-TZVPD basis

Element x y z (Å)
C1 -0.0179 -0.4952 -1.4521
C2 0.0086 0.0915 -0.0409
C3 1.1824 -0.3980 0.7932
N1 -0.0722 1.5586 -0.0880
C4 -1.1347 1.4323 0.8381
C5 -1.3504 -0.4335 0.5876
N2 -2.0510 -1.3042 0.9245
H1 0.0013 -1.5868 -1.3976
H2 0.8662 -0.1399 -1.9920
H3 -0.9188 -0.1951 -1.9947
H4 2.1080 -0.1893 0.2469
H5 1.2205 0.1175 1.7560
H6 1.0980 -1.4739 0.9721
H7 -0.4707 1.8151 -0.9903
H8 -0.6532 1.2959 1.8268

For the largest force on an atom, the calculation gives 0.0234 Eh/bohr. The frontier orbital gap (spin up / spin down) comes out at 8.310 / 8.311 eV. The relative energy (zero: lowest compared OMol25 entry of this formula, charge and spin) is 111.06 kcal per mole. Its total charge is 0. As for the HOMO energy (spin up / spin down): -8.7710 / -8.7716 eV.


5.
C5H8N2 | the ωB97M-V functional and the def2-TZVPD basis

Element x y z (Å)
C1 -1.1508 1.7788 0.9909
C2 -0.4343 0.7560 0.5493
C3 -0.0007 -0.5959 1.1834
C4 0.8048 -1.2009 -0.1003
C5 0.3971 -0.2891 -1.3354
H1 -1.3529 2.0160 2.1206
H2 -1.3722 2.5688 0.1579
H3 0.5825 -0.5390 2.1461
H4 -0.8712 -1.1143 1.5999
H5 0.7976 -2.4552 -0.0138
H6 1.8725 -0.8815 0.0984
H7 1.2916 -1.3540 -2.6089
H8 -0.8364 1.2230 -1.3387
N1 0.7177 -0.4570 -2.6081
N2 -0.4452 0.5442 -0.8413

For the largest force on an atom, the calculation gives 0.1279 Eh/bohr. The frontier orbital gap comes out at 9.368 eV. The relative energy (zero: lowest compared OMol25 entry of this formula, charge and spin) is 57.20 kcal per mole. Its total charge is 0. As for the HOMO energy: -8.5276 eV.


6.
C5H8N2 | the ωB97M-V functional and the def2-TZVPD basis

Element x y z (Å)
C1 -1.9510 0.1714 0.1532
C2 -0.8350 -0.4381 -0.6621
C3 0.3898 0.2794 -1.0943
C4 0.7557 1.4955 -0.3946
N1 1.1733 2.3110 0.3129
N2 0.5242 -0.9080 -0.2359
C5 1.4704 -0.6400 0.9764
H1 -1.5800 0.8604 0.9123
H2 -2.6481 0.7235 -0.4963
H3 -2.5315 -0.6242 0.6308
H4 -1.2494 -1.0378 -1.4869
H5 0.7227 0.2353 -2.1336
H6 2.2822 -0.1801 0.4291
H7 1.9552 -1.4994 1.4793
H8 1.1774 0.0610 1.7799

For the largest force on an atom, the calculation gives 0.0261 Eh/bohr. The frontier orbital gap comes out at 10.364 eV. The relative energy (zero: lowest compared OMol25 entry of this formula, charge and spin) is 61.31 kcal per mole. Its total charge is 0. As for the HOMO energy: -9.4493 eV.


7.
C5H8N2 | the ωB97M-V functional and the def2-TZVPD basis

Element x y z (Å)
C1 -0.4141 -1.4793 -1.8267
C2 -0.2693 -0.6134 -0.6083
C3 0.7949 0.1836 -0.2633
C4 0.4372 0.9037 0.9174
N1 1.1574 1.8526 1.7054
C5 -0.8201 0.4959 1.2730
N2 -1.2530 -0.4321 0.3332
H1 -0.5736 -0.8667 -2.7227
H2 0.5114 -2.0450 -1.9810
H3 -1.2375 -2.2019 -1.7646
H4 1.7310 0.2066 -0.8054
H5 2.0341 1.4814 2.0525
H6 1.3498 2.7094 1.1964
H7 -1.2782 0.7127 2.2293
H8 -2.1550 -0.8835 0.2469

For the largest force on an atom, the calculation gives 0.0115 Eh/bohr. The frontier orbital gap comes out at 8.930 eV. The relative energy (zero: lowest compared OMol25 entry of this formula, charge and spin) is 7.16 kcal per mole. Its total charge is 0. As for the HOMO energy: -7.8813 eV.


8.
C5H8N2 | the ωB97M-V functional and the def2-TZVPD basis

Element x y z (Å)
C1 -2.4818 -0.2887 0.0441
N1 -1.0621 -0.0290 -0.0855
C2 -0.1781 -0.6455 -0.9014
C3 1.0901 0.0071 -0.7205
C4 2.3674 -0.1652 0.3538
C5 0.6676 1.1075 0.0312
N2 -0.5413 1.0369 0.5506
H1 -3.0097 0.1296 -0.8150
H2 -2.8472 0.1891 0.9570
H3 -2.6626 -1.3651 0.1035
H4 -0.6471 -1.2979 -1.6478
H5 3.3358 0.1927 -0.0032
H6 2.4079 -1.2004 0.6628
H7 2.2408 0.3797 1.3261
H8 1.3203 1.9493 0.1444

For the largest force on an atom, the calculation gives 0.0333 Eh/bohr. The frontier orbital gap comes out at 9.122 eV. The relative energy (zero: lowest compared OMol25 entry of this formula, charge and spin) is 89.26 kcal per mole. Its total charge is 0. As for the HOMO energy: -8.2507 eV.